No. 1
# C9H13BN2Tb

C9H13BN2Tb as an isolated structure at a distorted geometry (wB97M-V/def2-TZVPD, the OMol25 dataset).

Structure (XYZ):
```
26
Properties=species:S:1:pos:R:3:lowdin_spin:R:1
C 0.970 -1.224 -1.991 -0.011
C -0.430 -1.137 -2.250 -0.008
C -1.114 -1.894 -1.247 -0.004
C -0.128 -2.455 -0.368 -0.009
C 1.160 -2.042 -0.834 -0.012
Tb -0.063 0.114 -0.066 6.277
C -1.698 1.719 -1.108 0.106
C -0.459 1.919 -1.584 0.104
C 0.433 2.474 -2.394 0.015
N 1.729 1.109 -0.309 -0.473
H -2.192 -2.058 -1.205 0.002
H -0.892 -0.601 -3.080 0.000
H -0.330 -3.106 0.487 0.000
H 2.124 -2.315 -0.399 0.000
H 1.750 -0.779 -2.611 0.000
H -2.385 1.015 -1.606 0.017
H 2.698 1.311 -0.030 -0.018
H -2.172 2.350 -0.339 0.012
H 0.155 3.190 -3.174 0.011
H 1.500 2.238 -2.322 0.000
B -0.046 0.004 4.928 0.001
C -0.227 0.076 3.409 0.003
N -0.363 0.136 2.245 -0.017
H -1.007 0.570 5.422 0.000
H 1.007 0.567 5.202 0.000
H -0.020 -1.181 5.224 0.000
```

Its expectation value of S² is 13.002. The calculation puts the electronic energy at -1309.47844 a.u. Its LUMO energy (spin up / spin down) is 2.8 / 2.8 eV. Its charge is -1. The spin multiplicity is 7. The gap between HOMO and LUMO (spin up / spin down) is 6.2111 / 7.0041 eV. The calculation puts the energy above the lowest of the compared OMol25 structures with the same formula, charge and spin at 246.8 kJ/mol. The value obtained for the HOMO energy (spin up / spin down) is -3.3856 / -4.2134 eV.

No. 2
# C18H29F5N3O5PS2

An isolated molecule of C18H29F5N3O5PS2 at a distorted geometry (wB97M-V/def2-TZVPD, the OMol25 dataset).

Structure (XYZ):
```
63
Properties=species:S:1:pos:R:3:lowdin_charge:R:1
C 4.073 -2.613 0.983 -0.086
C 4.112 -1.046 0.973 -0.328
O 2.964 -0.283 0.761 -0.383
P 1.790 -0.554 -0.464 0.908
C 1.471 1.317 -0.302 -0.189
C 0.055 1.712 0.231 -0.257
C -0.201 3.227 -0.127 -0.198
C -1.575 3.788 0.397 -0.194
C -2.738 2.743 0.447 -0.259
C -3.177 2.192 -0.943 -0.229
C -4.445 1.232 -0.899 -0.422
S -4.786 0.506 0.754 0.966
C -4.602 -1.253 0.544 -0.612
N -5.304 -2.216 1.117 -0.012
N -4.887 -3.438 0.768 0.027
C -3.879 -3.231 -0.100 -0.166
O -3.685 -1.918 -0.242 -0.053
C 3.020 -0.934 -1.837 -0.135
O 3.453 0.291 -2.518 0.020
C 4.629 0.788 -2.091 -0.665
F 4.989 1.751 -3.000 0.130
F 5.662 -0.089 -2.097 0.152
F 4.562 1.463 -0.911 0.149
C 0.968 -1.782 0.733 -0.487
S -0.769 -1.409 1.202 0.861
C -0.947 -1.509 3.025 -0.499
C -1.268 -0.096 3.652 -0.159
N 0.393 -0.799 -1.584 -0.073
C 0.019 -2.106 -1.956 -0.546
O 0.681 -3.065 -2.075 0.192
F -1.333 -2.260 -2.184 0.098
C 0.233 0.007 -2.733 -0.491
O 0.488 -0.375 -3.817 0.201
F -0.364 1.246 -2.722 0.103
H 3.638 -3.056 1.904 0.077
H 5.078 -3.047 0.762 0.089
H 3.422 -2.954 0.131 0.060
H 4.918 -0.775 0.235 0.097
H 4.570 -0.751 1.957 0.129
H 2.201 1.764 0.411 0.103
H 1.702 1.838 -1.270 0.103
H 0.031 1.639 1.346 0.107
H -0.741 1.087 -0.216 0.052
H -0.093 3.401 -1.228 0.108
H 0.632 3.822 0.336 0.114
H -1.876 4.618 -0.283 0.107
H -1.421 4.211 1.421 0.111
H -3.636 3.241 0.903 0.114
H -2.440 1.952 1.176 0.069
H -2.362 1.613 -1.428 0.082
H -3.411 3.042 -1.630 0.120
H -4.223 0.380 -1.587 0.082
H -5.328 1.775 -1.298 0.078
H -3.334 -4.045 -0.596 0.139
H 2.570 -1.491 -2.699 0.118
H 3.867 -1.610 -1.587 0.111
H 1.146 -2.851 0.446 0.062
H 1.515 -1.706 1.704 0.056
H -0.088 -1.995 3.544 0.082
H -1.860 -2.130 3.209 0.072
H -1.631 -0.189 4.705 0.078
H -2.091 0.389 3.073 0.053
H -0.359 0.539 3.576 0.065
```

The calculation puts the electronic energy at -2880.72029 a.u. Its LUMO energy is 0.2 eV. The SMILES is CCOP(CCCCCCCSc1nnco1)(COC(F)(F)F)(CSCC)N(C(=O)F)C(=O)F. The gap between HOMO and LUMO is 9.0656 eV. The value obtained for the HOMO energy is -8.9109 eV.

No. 3
# C11H18O

A 2-piece molecular cluster, C11H18O overall at a distorted geometry (wB97M-V/def2-TZVPD, the OMol25 dataset).

Structure (XYZ):
```
30
Properties=species:S:1:pos:R:3:lowdin_charge:R:1
C 0.668 2.142 0.203 -0.472
C 0.240 3.605 -0.022 -0.093
C 2.211 1.943 0.058 -0.074
C 0.047 1.470 1.437 -0.072
H 0.252 1.678 -0.701 0.110
H -0.716 3.605 -0.546 0.071
H 2.648 2.132 1.042 0.074
H 2.478 0.991 -0.383 0.066
H 2.567 2.779 -0.544 0.058
H 0.199 2.115 2.297 0.075
H -0.999 1.280 1.212 0.063
H 0.891 4.128 -0.735 0.065
H 0.249 4.251 0.857 0.072
H 0.555 0.517 1.572 0.070
C 1.111 -3.510 0.440 -0.065
C -1.962 -0.799 -0.885 -0.335
C -1.093 -1.390 -1.819 -0.020
C -2.030 -1.304 0.393 -0.037
C -0.169 -2.270 -1.317 -0.060
C -1.119 -2.265 0.832 -0.047
C -0.098 -2.760 0.014 -0.275
O -2.869 0.171 -1.231 0.031
H -0.975 -1.015 -2.826 0.113
H -3.161 0.044 -2.146 0.109
H -2.671 -0.958 1.190 0.118
H 0.626 -2.680 -1.939 0.107
H -1.279 -2.785 1.774 0.114
H 1.516 -3.128 1.381 0.079
H 1.914 -3.416 -0.288 0.073
H 0.970 -4.571 0.678 0.080
```

The calculation puts the electronic energy at -505.14929 a.u. Its LUMO energy is 0.8 eV. The SMILES is Cc1ccc(O)cc1.CC(C)C. The gap between HOMO and LUMO is 9.2735 eV. The calculation puts the energy above the lowest of the compared OMol25 structures with the same formula, charge and spin at 82.4 kJ/mol. The value obtained for the HOMO energy is -8.4701 eV.

No. 4
# C7H36O13

A 12-piece molecular cluster, C7H36O13 overall at a distorted geometry (wB97M-V/def2-TZVPD, the OMol25 dataset).

Structure (XYZ):
```
56
Properties=species:S:1:pos:R:3:lowdin_charge:R:1
C -0.792 1.174 -2.405 -0.095
C 0.484 0.831 -1.582 -0.236
C 0.181 -0.150 -0.459 -0.127
C -2.333 -1.405 1.991 0.065
C -1.487 -0.390 2.164 -0.386
O -2.078 0.833 2.448 -0.025
C -0.015 -0.420 2.089 -0.058
C 0.544 0.431 0.927 -0.366
H -1.273 0.263 -2.862 0.080
H -1.565 1.687 -1.833 0.030
H -0.514 1.905 -3.285 0.110
H 0.996 1.728 -1.239 0.081
H 1.245 0.387 -2.306 0.115
H -0.871 -0.445 -0.465 0.082
H 0.773 -1.079 -0.590 0.095
H -2.030 -2.385 1.796 0.048
H -3.428 -1.307 2.117 0.086
H -1.428 1.562 2.691 0.082
H 0.349 -1.485 2.048 0.145
H 0.173 1.461 0.975 0.112
H 0.261 -2.400 -2.475 -0.005
H 1.152 -2.536 -3.722 0.045
O 1.151 -2.586 -2.792 -0.028
H 1.292 2.526 3.042 -0.078
H 0.431 -0.049 3.061 0.157
O 2.114 2.163 3.178 -0.031
H -0.191 3.237 -0.494 0.071
H -1.688 2.858 0.005 0.008
O -0.925 3.469 0.119 -0.063
H -1.926 -1.725 -1.521 0.039
H -1.903 -3.260 -2.058 0.125
O -1.304 -2.515 -1.724 -0.125
H -0.137 -3.043 -0.468 -0.048
H 1.070 -3.953 -0.766 0.122
O 0.588 -3.423 -0.024 -0.071
H 2.012 -2.520 0.540 -0.054
H 2.526 -1.221 1.029 0.001
O 2.787 -2.071 0.713 -0.006
H 3.222 0.228 -1.476 0.051
H 4.183 1.404 -0.905 0.088
O 3.233 1.200 -1.082 -0.117
H -2.642 1.369 0.974 0.039
H -3.740 2.090 0.064 0.093
O -2.887 1.665 0.067 -0.048
H 3.245 -1.761 -0.894 0.033
H 2.628 -1.756 -2.218 -0.045
O 3.342 -1.361 -1.798 -0.045
H 2.424 0.820 0.304 0.108
H 2.239 1.515 2.492 -0.016
O 1.916 0.430 1.133 -0.105
H -0.615 3.700 3.302 0.128
H -0.491 3.184 1.731 0.029
O -0.420 2.929 2.691 -0.089
H -3.668 -1.165 -0.387 0.045
H -3.002 0.108 -0.766 -0.022
O -3.208 -0.748 -1.097 -0.026
```

The calculation puts the electronic energy at -1266.44107 a.u. Its LUMO energy is 0.0 eV. The SMILES is C=C(O)C[C@@H](O)CCC.O.O.O.O.O.O.O.O.O.O.O. The gap between HOMO and LUMO is 9.3283 eV. The calculation puts the energy above the lowest of the compared OMol25 structures with the same formula, charge and spin at 0.0 kJ/mol. The value obtained for the HOMO energy is -9.3098 eV.

No. 5
# C8H16FO4P

An isolated molecule of C8H16FO4P at a distorted geometry (wB97M-V/def2-TZVPD, the OMol25 dataset).

Structure (XYZ):
```
30
Properties=species:S:1:pos:R:3:lowdin_charge:R:1
C 1.135 0.055 0.980 -0.426
C 3.907 -0.471 -1.222 -0.052
C -3.070 -1.080 1.069 -0.071
C 0.227 2.267 0.274 0.003
C -2.425 1.125 -1.258 -0.124
C 3.202 -0.683 0.134 -0.233
C -1.857 -1.907 0.696 -0.287
C -0.045 0.878 0.734 -0.503
O 1.135 -0.851 1.761 0.155
O 0.056 0.095 -1.954 -0.249
O 2.240 0.324 0.190 -0.016
O -1.251 -1.451 -0.517 -0.230
F -1.002 0.801 1.647 0.065
P -0.816 0.185 -0.829 0.697
H 3.148 -0.610 -2.015 0.086
H 4.300 0.525 -1.234 0.068
H 4.607 -1.267 -1.436 0.072
H -2.709 -0.132 1.170 -0.003
H -3.691 -0.925 0.198 0.075
H -3.511 -1.517 1.956 0.093
H 1.033 2.192 -0.336 0.061
H -0.588 2.591 -0.358 0.074
H 0.470 2.873 1.087 0.096
H -3.117 0.460 -1.661 0.012
H -2.878 1.579 -0.315 0.070
H -2.249 2.071 -1.899 0.086
H 4.002 -0.518 0.934 0.152
H 2.838 -1.639 0.138 0.093
H -2.051 -2.993 0.582 0.119
H -1.039 -1.978 1.484 0.119
```

The calculation puts the electronic energy at -1056.59603 a.u. Its LUMO energy is 0.7 eV. The SMILES is CCOC(=O)[C@](C)(F)[P@@](C)(=O)OCC. The gap between HOMO and LUMO is 10.9138 eV. The calculation puts the energy above the lowest of the compared OMol25 structures with the same formula, charge and spin at 0.0 kJ/mol. The value obtained for the HOMO energy is -10.2628 eV.